(1)
# C28H51AlBF4NO6

A structure of composition C28H51AlBF4NO6 at a distorted geometry (the ωB97M-V functional and the def2-TZVPD basis, OMol25).

Spin multiplicity: 1
Gap between HOMO and LUMO: 7.69 eV

XYZ file:
```
92
C28H51AlBF4NO6 the ωB97M-V functional and the def2-TZVPD basis
C -3.476 3.300 4.870
C -3.750 4.679 4.334
C -4.237 4.654 2.904
C -3.110 4.289 1.947
C -3.229 4.945 0.593
C -4.135 4.236 -0.391
C -3.770 2.783 -0.781
C -3.523 2.677 -2.280
C -2.077 2.793 -2.744
C -1.142 1.690 -2.177
C -0.503 0.954 -3.349
C 0.558 1.766 -4.106
C 1.655 2.419 -3.274
C 3.056 1.854 -3.552
C 3.326 0.344 -3.453
C 2.650 -0.497 -2.444
C 2.292 -1.727 -2.778
C 1.658 -2.531 -1.914
C 1.273 -3.877 -2.460
O 0.120 -4.184 -2.611
O 2.296 -4.654 -2.862
B 3.385 -4.793 -2.009
O 4.482 -3.971 -2.114
O 3.352 -5.790 -1.119
C 1.366 -2.109 -0.646
C 0.639 -3.012 0.286
C 1.578 -3.778 1.223
C 0.913 -5.048 1.744
C -0.493 -4.791 2.225
O -0.555 -3.794 3.227
C 1.779 -0.874 -0.315
C 1.606 -0.260 1.004
C 2.927 0.337 1.510
C 2.934 1.832 1.485
O 2.540 2.323 0.198
N 2.392 -0.123 -1.215
H -3.071 3.384 5.865
H -4.367 2.703 4.931
H -2.734 2.792 4.287
H -2.829 5.238 4.398
H -4.465 5.159 4.980
H -5.007 3.895 2.862
H -4.695 5.596 2.647
H -2.990 3.216 1.912
H -2.209 4.670 2.392
H -3.646 5.923 0.770
H -2.249 5.053 0.139
H -4.185 4.792 -1.310
H -5.105 4.211 0.077
H -4.617 2.160 -0.547
H -2.974 2.393 -0.169
H -4.164 3.396 -2.762
H -3.835 1.692 -2.598
H -2.031 2.662 -3.813
H -1.709 3.756 -2.414
H -0.461 2.075 -1.431
H -1.765 0.983 -1.649
H -0.176 -0.028 -3.041
H -1.317 0.781 -4.036
H 1.002 1.128 -4.856
H 0.016 2.508 -4.664
H 1.447 2.429 -2.219
H 1.725 3.455 -3.557
H 3.252 2.086 -4.585
H 3.774 2.417 -2.976
H 3.176 -0.146 -4.394
H 4.378 0.237 -3.227
H 2.499 -2.058 -3.772
H 4.780 -3.727 -1.237
H 4.166 -5.813 -0.615
H -0.113 -2.443 0.804
H 0.090 -3.707 -0.318
H 2.464 -4.018 0.659
H 1.827 -3.116 2.040
H 1.544 -5.444 2.520
H 0.834 -5.708 0.895
H -0.841 -5.696 2.693
H -1.181 -4.596 1.411
H -0.718 -2.948 2.824
H 0.892 0.547 0.879
H 1.166 -0.903 1.731
H 3.801 -0.035 0.998
H 3.019 0.061 2.547
H 2.259 2.215 2.220
H 3.913 2.217 1.709
H 1.620 2.577 0.226
H 2.682 0.806 -0.903
F 1.675 -6.999 4.625
Al 0.470 -8.190 4.551
F -0.528 -7.851 3.221
F -0.437 -8.152 5.963
F 1.175 -9.703 4.365
```

Here are the Löwdin charges for atoms 1 to 5, given in e: atom 1 (C): -0.110, atom 2 (C): -0.278, atom 3 (C): -0.217, atom 4 (C): -0.220, atom 5 (C): -0.216

***

(2)
# C28H51GeN5ScSi3

A structure of composition C28H51GeN5ScSi3 at a distorted geometry (the ωB97M-V functional and the def2-TZVPD basis, OMol25).

Spin multiplicity: 2
Gap between HOMO and LUMO (spin up / spin down): 7.39 / 5.41 eV
<S²>: 0.7548
Charge: +2

XYZ file:
```
89
C28H51GeN5ScSi3 the ωB97M-V functional and the def2-TZVPD basis
Sc 0.927 -0.899 0.013
C 4.151 -1.689 -1.221
N 3.061 -1.673 -0.236
C 3.445 -1.913 0.992
C 2.556 -1.930 2.083
C 2.820 -2.138 3.447
C 1.596 -2.119 4.095
C 0.631 -1.913 3.114
N 1.179 -1.789 1.891
C 4.846 -0.347 -1.219
C 6.220 -0.239 -1.053
C 6.817 1.007 -0.959
C 6.047 2.158 -1.011
C 4.677 2.057 -1.195
C 4.084 0.812 -1.313
H 3.743 -1.922 -2.211
H 4.876 -2.466 -0.956
H 4.494 -2.129 1.198
H 3.792 -2.243 3.886
H 1.411 -2.255 5.142
H -0.438 -1.884 3.243
H 6.834 -1.125 -0.997
H 7.885 1.082 -0.831
H 6.514 3.128 -0.919
H 4.074 2.953 -1.249
H 3.008 0.726 -1.493
C -0.097 4.442 -2.027
C 0.603 3.261 -2.679
N 0.623 2.185 -1.704
C 0.915 2.388 -0.388
N 1.108 1.300 0.347
C 1.388 1.516 1.775
C 2.115 2.828 2.017
C 1.244 3.937 1.457
N 0.922 3.643 0.072
C 0.660 4.808 -0.762
H -1.119 4.156 -1.777
H -0.129 5.297 -2.700
H 1.618 3.526 -2.997
H 0.055 2.918 -3.557
H 0.787 1.248 -2.057
H 2.008 0.689 2.139
H 0.437 1.504 2.328
H 3.086 2.808 1.518
H 2.283 2.977 3.080
H 1.760 4.899 1.484
H 0.319 4.023 2.041
H 1.610 5.294 -1.012
H 0.073 5.511 -0.166
C -4.649 -0.852 -2.513
Si -2.753 -1.034 -2.459
C -1.911 0.521 -3.206
C -2.181 -2.592 -3.403
Ge -1.783 -1.244 -0.192
Si -3.206 0.262 1.246
C -5.100 0.050 1.256
C -2.526 0.248 3.031
C -2.683 1.897 0.384
Si -2.650 -3.691 0.776
C -1.671 -4.784 -0.441
C -2.269 -4.083 2.598
C -4.507 -3.584 0.363
H -5.003 -0.802 -3.539
H -4.975 0.054 -2.012
H -5.149 -1.692 -2.042
H -2.402 0.853 -4.116
H -0.871 0.320 -3.456
H -1.937 1.348 -2.502
H -2.162 -2.440 -4.476
H -2.852 -3.423 -3.216
H -1.181 -2.892 -3.095
H -5.411 -0.796 1.861
H -5.509 -0.082 0.261
H -5.575 0.929 1.686
H -2.903 -0.596 3.599
H -2.842 1.145 3.555
H -1.439 0.210 3.053
H -3.276 2.072 -0.508
H -1.633 1.857 0.095
H -2.816 2.755 1.037
H -0.607 -4.553 -0.442
H -2.052 -4.674 -1.451
H -1.782 -5.829 -0.166
H -1.209 -4.259 2.757
H -2.792 -4.991 2.886
H -2.594 -3.300 3.275
H -4.670 -3.491 -0.707
H -4.993 -2.748 0.858
H -5.002 -4.495 0.691
```

Here are the Löwdin charges for atoms 1 to 5, given in e: atom 1 (Sc): 0.963, atom 2 (C): -0.157, atom 3 (N): -0.082, atom 4 (C): -0.074, atom 5 (C): -0.333

***

(3)
# C28H52N4O5PS

A structure of composition C28H52N4O5PS at a distorted geometry (the ωB97M-V functional and the def2-TZVPD basis, OMol25).

Spin multiplicity: 1
Gap between HOMO and LUMO: 6.52 eV
Charge: -1

XYZ file:
```
91
C28H52N4O5PS the ωB97M-V functional and the def2-TZVPD basis
C -0.136 0.084 3.699
O -1.101 1.097 3.495
C -0.950 1.764 2.244
C -2.085 1.415 1.228
C -1.478 0.414 0.203
C -2.390 0.128 -1.011
C -3.484 -0.949 -0.771
C -3.072 -2.097 0.132
C -1.804 -2.816 -0.028
C -0.887 -2.403 -1.204
O -1.425 -2.391 -2.340
O 0.293 -2.064 -0.986
C -1.439 -3.821 0.836
P 0.187 -4.678 0.593
C -0.260 -6.398 0.045
C 0.969 -4.801 2.272
C -2.289 -4.208 1.937
N -2.038 -5.140 2.859
S -3.389 -5.114 3.789
N -4.281 -3.948 3.097
C -3.552 -3.514 2.051
C -3.927 -2.467 1.144
C -5.285 -1.834 1.391
O -6.099 -1.864 0.209
O -7.246 -1.095 0.511
H -0.158 -0.203 4.762
H 0.893 0.406 3.475
H -0.381 -0.824 3.118
H 0.005 1.408 1.814
H -0.815 2.856 2.349
H -2.919 0.977 1.793
H -2.337 2.352 0.711
H -0.584 0.926 -0.195
H -1.104 -0.482 0.713
H -2.916 1.075 -1.236
H -1.754 -0.075 -1.879
H -4.417 -0.472 -0.454
H -3.710 -1.395 -1.756
H 0.630 -6.934 -0.301
H -0.995 -6.317 -0.768
H -0.776 -6.929 0.867
H 0.518 -5.651 2.815
H 2.046 -5.015 2.211
H 0.849 -3.894 2.877
H -5.816 -2.452 2.132
H -5.218 -0.822 1.820
H -7.298 -0.414 -0.175
C -1.451 6.040 2.199
C 0.070 5.969 2.205
N 0.704 6.937 1.327
C 2.122 6.687 1.129
C 3.051 6.813 2.343
C 0.333 8.325 1.537
C 0.583 8.933 2.923
H -1.847 5.928 1.188
H -1.857 5.231 2.809
H -1.821 6.978 2.617
H 0.350 4.966 1.874
H 0.423 6.065 3.243
H 2.491 7.345 0.336
H 2.230 5.675 0.727
H 3.232 7.853 2.611
H 4.023 6.373 2.106
H 2.663 6.288 3.218
H -0.730 8.431 1.306
H 0.835 8.941 0.785
H 0.278 8.266 3.731
H 0.000 9.852 3.028
H 1.628 9.203 3.069
C 4.784 -3.679 -6.422
C 3.560 -3.866 -5.534
N 3.854 -3.770 -4.118
C 2.750 -4.213 -3.269
C 1.451 -3.405 -3.302
C 4.522 -2.556 -3.688
C 3.825 -1.218 -3.966
H 5.572 -4.387 -6.159
H 4.510 -3.853 -7.465
H 5.187 -2.667 -6.357
H 3.157 -4.863 -5.735
H 2.785 -3.150 -5.845
H 3.100 -4.268 -2.233
H 2.515 -5.249 -3.541
H 1.540 -2.471 -2.762
H 0.657 -3.969 -2.815
H 1.119 -3.194 -4.322
H 5.513 -2.527 -4.153
H 4.729 -2.629 -2.617
H 3.415 -1.165 -4.976
H 4.549 -0.403 -3.868
H 3.025 -1.021 -3.255
```

Here are the Löwdin charges for atoms 1 to 5, given in e: atom 1 (C): -0.120, atom 2 (O): -0.194, atom 3 (C): -0.228, atom 4 (C): -0.146, atom 5 (C): -0.200

***

(4)
# C28H53BF2N2O13P3

A cluster of 3 separate species, C28H53BF2N2O13P3 in total at a distorted geometry (the ωB97M-V functional and the def2-TZVPD basis, OMol25).

Spin multiplicity: 1
Gap between HOMO and LUMO: 8.91 eV
Charge: +1

XYZ file:
```
102
C28H53BF2N2O13P3 the ωB97M-V functional and the def2-TZVPD basis
C 3.244 3.673 3.030
C 2.692 2.517 3.300
C 1.488 1.798 2.699
C 1.517 1.113 1.288
P 1.909 2.629 0.162
N 1.158 2.480 -1.373
O 1.094 3.896 0.851
C 0.081 0.577 0.920
C -0.984 1.661 0.788
C -2.398 1.346 0.267
C -3.243 0.323 1.001
O -3.700 0.624 2.024
O -3.529 -0.931 0.510
O -0.527 -0.455 1.728
C -0.906 -0.275 3.079
C -1.904 -1.420 3.452
C -1.170 -2.509 4.268
C -1.802 -3.908 4.118
C 0.448 -0.407 -0.338
P -0.002 -2.201 0.167
O 0.430 -3.171 -0.859
C -0.356 -0.280 -1.633
C 0.160 -0.976 -2.900
F -1.641 -0.841 -1.461
C 2.023 -0.428 -0.333
P 3.004 -0.017 -1.868
O 3.633 -1.224 -2.407
N 2.507 0.008 1.060
C 2.499 -1.037 2.141
C 3.384 -0.837 3.362
F 4.494 -1.660 3.361
B 4.019 0.288 0.920
O 4.602 1.499 1.151
C 5.066 -0.857 0.546
C 6.437 -0.612 1.264
H 3.377 4.075 2.033
H 3.669 4.272 3.828
H 3.145 2.062 4.181
H 1.276 0.987 3.405
H 0.630 2.459 2.788
H 0.393 3.145 -1.468
H 1.823 2.759 -2.089
H 1.509 4.723 0.563
H -0.705 2.522 0.179
H -1.111 2.127 1.772
H -2.368 1.244 -0.820
H -2.951 2.282 0.388
H -4.121 -0.802 -0.250
H -1.385 0.663 3.372
H -0.078 -0.429 3.788
H -2.778 -1.038 3.972
H -2.196 -1.894 2.511
H -0.123 -2.586 3.943
H -1.154 -2.210 5.321
H -1.694 -4.441 5.065
H -2.863 -3.854 3.866
H -1.304 -4.508 3.353
H -1.377 -2.389 0.373
H 0.637 -2.623 1.350
H -0.557 0.755 -1.889
H 0.481 -0.222 -3.625
H -0.593 -1.576 -3.404
H 1.027 -1.627 -2.748
H 2.198 -1.520 -0.316
H 2.186 0.534 -2.878
H 4.002 0.974 -1.693
H 2.767 -2.006 1.714
H 1.499 -1.221 2.529
H 3.725 0.170 3.622
H 2.834 -1.177 4.246
H 4.997 1.806 0.319
H 4.694 -1.869 0.718
H 5.306 -0.810 -0.527
H 7.127 -0.039 0.652
H 6.842 -1.598 1.495
H 6.284 -0.146 2.237
C -2.848 -4.142 -1.701
C -4.158 -4.853 -1.934
C -5.230 -3.993 -2.553
O -6.428 -4.603 -2.067
C -6.121 -5.194 -0.877
O -6.918 -5.618 -0.109
O -4.771 -5.226 -0.691
H -2.143 -4.801 -1.195
H -2.405 -3.814 -2.641
H -2.989 -3.273 -1.053
H -3.995 -5.764 -2.517
H -5.206 -4.002 -3.641
H -5.204 -2.956 -2.203
C -2.462 5.239 -6.156
C -2.082 4.752 -4.780
C -0.801 5.340 -4.246
O -0.345 4.302 -3.360
C -0.838 3.128 -3.840
O -0.490 2.050 -3.462
O -1.765 3.345 -4.792
H -3.359 4.727 -6.506
H -2.652 6.312 -6.150
H -1.673 5.022 -6.877
H -2.911 4.903 -4.084
H -0.955 6.271 -3.707
H -0.043 5.493 -5.017
```

Here are the Löwdin charges for atoms 1 to 5, given in e: atom 1 (C): 0.009, atom 2 (C): -0.181, atom 3 (C): -0.127, atom 4 (C): -0.334, atom 5 (P): 0.974

***

(5)
# C28H53ClO13

A cluster of 5 separate species, C28H53ClO13 in total at a distorted geometry (the ωB97M-V functional and the def2-TZVPD basis, OMol25).

Spin multiplicity: 1
SMILES: CC(=O)OCCCCCCOC(=O)OC[C@@H](C)Cl.CCOC(C)=O.CCOC(C)=O.CCOC(C)=O.CCOC(C)=O
Gap between HOMO and LUMO: 10.40 eV

XYZ file:
```
95
C28H53ClO13 the ωB97M-V functional and the def2-TZVPD basis
C 2.422 -0.317 3.187
C 1.073 -0.614 2.611
O 0.427 -1.617 2.838
O 0.624 0.380 1.800
C -0.162 -0.077 0.692
C -0.217 0.958 -0.438
C -1.564 1.701 -0.524
C -1.656 3.077 0.157
C -0.994 3.226 1.529
C 0.464 3.649 1.435
O 0.822 4.473 2.568
C 2.040 4.116 3.029
O 2.202 3.505 4.074
O 3.066 4.580 2.267
C 3.830 3.550 1.638
C 5.281 3.965 1.595
C 5.809 4.269 2.979
Cl 6.163 2.625 0.815
H 3.172 -0.361 2.405
H 2.614 -1.038 3.965
H 2.392 0.688 3.592
H -1.178 -0.291 1.008
H 0.251 -1.016 0.335
H -0.132 0.365 -1.345
H 0.646 1.611 -0.426
H -1.756 1.877 -1.577
H -2.352 1.046 -0.167
H -2.714 3.271 0.307
H -1.325 3.861 -0.516
H -1.498 4.042 2.042
H -1.109 2.339 2.138
H 1.071 2.752 1.464
H 0.633 4.157 0.490
H 3.771 2.618 2.192
H 3.440 3.371 0.641
H 5.410 4.840 0.972
H 6.888 4.332 2.970
H 5.398 5.219 3.295
H 5.498 3.522 3.699
C 2.689 -3.157 -4.904
C 2.308 -2.343 -3.685
O 1.176 -1.504 -3.935
C -0.094 -1.922 -3.796
C -0.380 -3.399 -3.648
O -0.980 -1.118 -3.857
H 1.896 -3.847 -5.192
H 3.592 -3.735 -4.706
H 2.874 -2.498 -5.752
H 2.139 -2.968 -2.807
H 3.113 -1.657 -3.431
H -0.555 -3.823 -4.635
H -1.283 -3.509 -3.054
H 0.409 -3.958 -3.151
C -3.393 1.990 -5.205
C -3.949 1.623 -3.847
O -3.984 2.761 -2.970
C -5.006 3.631 -2.927
C -6.045 3.602 -4.024
O -5.034 4.446 -2.048
H -4.027 2.715 -5.716
H -3.307 1.103 -5.832
H -2.406 2.439 -5.097
H -4.926 1.148 -3.908
H -3.286 0.908 -3.362
H -5.743 4.292 -4.810
H -6.989 3.939 -3.604
H -6.207 2.616 -4.454
C 3.324 -5.084 4.794
C 4.487 -5.553 3.944
O 5.022 -4.497 3.144
C 5.962 -3.641 3.589
C 6.285 -3.598 5.066
O 6.471 -2.885 2.813
H 3.633 -4.326 5.513
H 2.892 -5.922 5.342
H 2.552 -4.643 4.164
H 5.271 -6.024 4.538
H 4.145 -6.299 3.228
H 5.650 -2.852 5.542
H 7.323 -3.297 5.174
H 6.165 -4.550 5.577
C -6.350 -2.795 0.627
C -5.110 -2.677 -0.233
O -5.430 -2.406 -1.600
C -5.626 -1.162 -2.071
C -5.789 -0.017 -1.097
O -5.722 -1.005 -3.257
H -6.908 -1.860 0.659
H -6.080 -3.068 1.647
H -7.015 -3.560 0.225
H -4.408 -1.938 0.153
H -4.583 -3.629 -0.255
H -6.849 0.109 -0.880
H -5.416 0.890 -1.566
H -5.247 -0.145 -0.163
```

Here are the Löwdin charges for atoms 1 to 5, given in e: atom 1 (C): 0.037, atom 2 (C): -0.515, atom 3 (O): 0.099, atom 4 (O): -0.034, atom 5 (C): -0.160

***

Number 1: E -61792.2133 eV, molecular weight 611.50 g mol⁻¹. Number 2: E -138153.8139 eV, molecular weight 659.57 g mol⁻¹. Number 3: E -66198.7830 eV, molecular weight 587.79 g mol⁻¹. Number 4: E -93462.9332 eV, molecular weight 767.46 g mol⁻¹. Number 5: E -69035.6448 eV, molecular weight 633.17 g mol⁻¹.